# 1
Here is C3H5NS2 in the gas phase from the OMol25 dataset. Energies are from wB97M-V/def2-TZVPD.

XYZ file:
```
11
Properties=species:S:1:pos:R:3:nbo_charge:R:1
C 1.194 0.510 -0.052 -0.117
C -1.361 0.161 -0.295 -0.310
C -2.479 -0.205 0.376 -0.388
H 2.851 -1.745 -0.467 0.090
H 0.660 1.384 -0.007 0.185
H -1.256 0.827 -1.100 0.214
H -2.437 -0.955 1.292 0.229
H -3.357 0.486 0.318 0.222
N 2.487 0.862 0.025 -0.555
S 3.520 -0.442 0.123 0.164
S 0.178 -0.883 -0.214 0.266
```

Computed properties:
Calculated total energy ... -968.32180 Eh
Total charge ... 0
Kohn-Sham gap ... 8.78 eV
Energy relative to the best compared isomer or geometry (same formula, charge and spin) ... 77.36 kcal/mol
Structure (SMILES) ... C=CS/C=N\S

***

# 2
Here is 3 unconnected molecules or ions with the total composition C11H26FO3P from the OMol25 dataset. Energies are from wB97M-V/def2-TZVPD.

XYZ file:
```
42
Properties=species:S:1:pos:R:3:nbo_charge:R:1
C -0.723 -0.569 2.776 -0.636
C -0.267 -0.116 1.415 0.203
F -0.795 -0.978 0.436 -0.388
C 1.234 -0.044 1.288 -0.773
P 1.755 1.783 1.172 1.049
O 2.279 3.429 1.095 -1.029
H -0.519 -1.626 2.881 0.215
H -0.170 -0.005 3.512 0.208
H -1.780 -0.392 2.922 0.228
H -0.730 0.856 1.229 0.150
H 1.563 -0.542 0.388 0.250
H 1.737 -0.444 2.155 0.208
H 3.111 1.444 1.296 -0.036
H 1.188 1.886 -0.120 -0.051
H 0.928 2.099 2.275 -0.062
H 1.475 3.969 1.011 0.459
C 3.555 -1.891 -3.400 -0.430
C 3.943 -3.210 -2.737 -0.431
C 4.224 -2.766 -1.309 -0.065
O 3.361 -1.654 -1.057 -0.544
C 2.781 -1.204 -2.285 -0.071
H 2.967 -2.012 -4.308 0.218
H 4.451 -1.317 -3.647 0.202
H 3.099 -3.903 -2.758 0.203
H 4.797 -3.701 -3.201 0.217
H 5.262 -2.436 -1.191 0.165
H 4.023 -3.545 -0.573 0.185
H 1.724 -1.491 -2.298 0.170
H 2.844 -0.116 -2.330 0.183
C -4.931 0.829 -0.313 -0.431
C -4.718 2.323 -0.079 -0.430
C -4.283 2.348 1.381 -0.065
O -3.589 1.120 1.614 -0.549
C -3.804 0.226 0.514 -0.073
H -4.885 0.538 -1.361 0.218
H -5.900 0.521 0.085 0.201
H -3.914 2.692 -0.719 0.201
H -5.605 2.927 -0.263 0.217
H -5.147 2.396 2.053 0.165
H -3.619 3.182 1.612 0.181
H -2.879 0.156 -0.063 0.180
H -4.042 -0.764 0.902 0.186
```

Computed properties:
Calculated total energy ... -1101.57292 Eh
Total charge ... 0
Kohn-Sham gap ... 10.10 eV
Structure (SMILES) ... C[C@H](F)C[PH3]O.C1CCOC1.C1CCOC1

***

# 3
Here is 12 unconnected molecules or ions with the total composition C4H35N3O11 from the OMol25 dataset. Energies are from wB97M-V/def2-TZVPD.

XYZ file:
```
53
Properties=species:S:1:pos:R:3:nbo_charge:R:1
N -0.520 0.864 -1.722 -0.876
C -0.261 0.404 -0.355 -0.081
C -0.259 1.717 0.484 -0.436
C 0.645 2.952 0.065 -0.215
N 1.855 2.587 -0.787 -0.883
C -1.149 -0.642 0.231 -0.240
N -1.644 -1.577 -0.868 -0.894
H -0.351 0.094 -2.293 0.381
H -1.527 1.043 -1.732 0.353
H 0.750 -0.124 -0.523 0.183
H 0.181 1.602 1.521 0.209
H -1.292 2.159 0.602 0.223
H 0.114 3.646 -0.582 0.182
H 1.028 3.393 0.936 0.182
H 2.149 3.395 -1.340 0.362
H 1.588 1.895 -1.494 0.373
H -0.552 -1.325 0.883 0.203
H -2.035 -0.274 0.897 0.207
H -1.840 -2.522 -0.471 0.384
H -2.560 -1.145 -0.944 0.355
H -1.425 0.435 -3.894 0.466
H -0.391 1.487 -4.221 0.475
O -0.792 0.720 -4.626 -0.940
H -3.012 2.147 3.546 0.469
H -1.937 1.307 2.823 0.488
O -2.842 1.673 2.750 -0.964
H 1.208 -2.839 -1.730 0.481
H 1.543 -1.554 -2.650 0.523
O 1.929 -2.423 -2.150 -0.979
H 3.508 -1.302 -0.229 0.475
H 2.964 -2.676 -0.839 0.515
O 3.371 -2.235 -0.082 -0.983
H -1.006 -1.684 -4.169 0.486
H -0.715 -2.102 -2.767 0.475
O -0.301 -1.778 -3.455 -0.952
H 2.392 1.670 1.337 0.503
H 3.265 0.469 1.820 0.485
O 2.887 1.266 2.159 -0.968
H -0.639 -4.423 0.956 0.463
H 0.352 -3.491 1.209 0.488
O -0.197 -3.787 0.477 -0.950
H 1.162 -1.232 1.798 0.459
H 2.349 -2.153 1.320 0.503
O 1.799 -1.913 2.058 -0.991
H -4.451 1.588 -1.892 0.483
H -3.159 1.951 -1.226 0.469
O -3.482 1.625 -2.037 -0.944
H 1.364 0.415 4.475 0.458
H 1.534 1.261 3.287 0.502
O 0.883 0.884 3.926 -0.977
H -1.373 -0.289 3.588 0.452
H -0.095 -0.636 3.063 0.486
O -1.010 -0.523 2.869 -0.932
```

Computed properties:
Calculated total energy ... -1165.17452 Eh
Total charge ... 0
Kohn-Sham gap ... 9.68 eV
Energy relative to the best compared isomer or geometry (same formula, charge and spin) ... 70.62 kcal/mol
Structure (SMILES) ... NCC[C@H](N)CN.O.O.O.O.O.O.O.O.O.O.O

***

# 4
Here is C3H5IN3P in the gas phase from the OMol25 dataset. Energies are from wB97M-V/def2-TZVPD.

XYZ file:
```
13
Properties=species:S:1:pos:R:3:nbo_charge:R:1
C 0.312 -0.896 -0.567 0.311
C 0.469 1.230 -0.655 0.179
C 0.471 -2.416 -0.733 -0.658
N -0.448 -0.440 0.374 -0.324
N -0.416 0.932 0.324 -0.405
N 0.929 0.135 -1.292 -0.504
P -1.658 1.852 1.764 0.560
I 0.976 3.157 -1.179 0.188
H 0.214 -2.995 0.130 0.235
H -0.219 -2.858 -1.507 0.227
H 1.437 -2.857 -1.067 0.234
H -1.454 3.212 1.590 -0.034
H -0.613 1.945 2.817 -0.008
```

Computed properties:
Calculated total energy ... -920.55835 Eh
Total charge ... 0
Kohn-Sham gap ... 8.52 eV
Energy relative to the best compared isomer or geometry (same formula, charge and spin) ... 13.72 kcal/mol
Structure (SMILES) ... Cc1nc(I)n(P)n1

***

# 5
Here is C6H10N2 in the gas phase from the OMol25 dataset. Energies are from wB97M-V/def2-TZVPD.

XYZ file:
```
18
Properties=species:S:1:pos:R:3:nbo_charge:R:1
C 1.652 0.797 1.361 -0.408
C 0.008 -1.537 0.095 -0.631
C -0.143 -0.063 -0.229 -0.014
C 0.768 0.475 -1.243 0.499
C -1.520 0.515 -0.315 -0.167
C -2.633 -0.152 -0.051 -0.399
N 0.845 0.925 0.185 -0.454
N 1.068 0.612 -2.429 -0.654
H 1.967 1.033 -2.655 0.362
H -1.539 1.584 -0.479 0.212
H 1.029 0.962 2.247 0.205
H 2.143 -0.181 1.460 0.177
H 2.424 1.568 1.334 0.210
H 1.054 -1.833 0.042 0.219
H -0.358 -1.725 1.103 0.218
H -0.544 -2.135 -0.628 0.233
H -2.649 -1.210 0.151 0.191
H -3.574 0.365 0.051 0.201
```

Computed properties:
Calculated total energy ... -344.02457 Eh
Total charge ... 0
Kohn-Sham gap ... 9.64 eV
Energy relative to the best compared isomer or geometry (same formula, charge and spin) ... 70.37 kcal/mol
Structure (SMILES) ... [H]/N=C1\N(C)[C@@]1(C)C=C

***

# 6
Here is 2 unconnected molecules or ions with the total composition C3H8N2S from the OMol25 dataset. Energies are from wB97M-V/def2-TZVPD.

XYZ file:
```
14
Properties=species:S:1:pos:R:3:nbo_charge:R:1
C 2.749 0.322 -0.412 0.286
C -1.093 0.531 1.170 -0.423
C -0.856 -0.583 -0.898 -0.427
N 3.912 0.331 -0.329 -0.719
N -0.834 -0.740 0.549 -0.560
S 0.631 -1.426 1.016 0.163
H 1.614 -0.671 0.754 0.059
H -2.147 0.864 1.327 0.201
H -0.655 0.442 2.175 0.210
H -0.510 1.253 0.588 0.173
H -1.120 -1.471 -1.381 0.205
H -1.623 0.063 -1.242 0.193
H 0.111 -0.139 -1.217 0.192
H 4.828 -0.036 -0.491 0.447
```

Computed properties:
Calculated total energy ... -626.68477 Eh
Total charge ... 0
Kohn-Sham gap ... 9.60 eV
Energy relative to the best compared isomer or geometry (same formula, charge and spin) ... 86.92 kcal/mol